DFT (the ωB97M-V functional and the def2-TZVPD basis) results for C4H8O2 as an isolated structure.

Computed properties:
- total charge = 0
- HOMO level (Ha) = -0.325
- HOMO-LUMO gap (eV) = 9.67
- DFT total energy (eV) = -8369.4237
- ΔE to the lowest compared entry with this formula, charge and spin (kcal/mol) = 88.97
- LUMO level (Eh) = 0.030

Last column: Mulliken charge in e.
Geometry (Å):
O -2.10676 -0.27072 -1.03970  -0.4089
O 1.52199 1.10511 0.72103  -0.5295
C -0.97815 0.53681 -1.50266  -0.2236
C -1.23570 -0.80751 -0.12203  -0.2856
C 1.29133 -0.07729 -0.03412  -0.6670
C -0.12815 -0.13630 -0.45201  0.2511
H 2.47037 1.14696 0.89763  0.3168
H -1.57251 -1.56129 0.58125  0.4089
H -0.55946 -0.64140 2.82865  0.1922
H -0.20932 -0.13260 2.41288  -0.1935
H 1.93555 -0.08829 -0.92741  0.3781
H -0.76178 0.30445 -2.54860  0.2103
H 1.53008 -0.97602 0.55506  0.3168
H -1.19748 1.59810 -1.36997  0.2339